Entry 1:
Entry from the OMol25 dataset: 4 unconnected molecules or ions with the total composition C15H25ClF3N4O9 at a distorted geometry (wB97M-V/def2-TZVPD).

```
57
C15H25ClF3N4O9 | the OMol25 dataset | wB97M-V/def2-TZVPD
N -1.82963 -3.74830 1.18430
C -0.76659 -3.25421 0.30220
C -0.80655 -1.72397 0.07031
C -1.73745 -0.96843 1.01174
C -1.53907 0.55528 0.96589
C -1.61384 1.22135 2.33095
N -0.30728 1.27916 3.05978
Cl 0.82442 0.01075 2.66261
C -0.34569 1.24334 4.46118
N 0.45591 2.08109 5.12820
N -1.16733 0.45496 5.10935
H -2.58060 -4.17984 0.66276
H -1.47507 -4.44444 1.82450
H 0.19457 -3.52374 0.74383
H -0.80730 -3.74586 -0.67269
H -1.08104 -1.50418 -0.96241
H 0.20780 -1.32787 0.20073
H -2.77763 -1.21291 0.79904
H -1.55634 -1.32924 2.03129
H -2.34229 1.01226 0.38388
H -0.61806 0.82683 0.44100
H -1.90669 2.26826 2.23268
H -2.38037 0.72350 2.93108
H 0.96328 2.70386 4.50979
H 1.05696 1.70278 5.85158
H -1.29903 0.54730 6.10673
H -1.69578 -0.25243 4.61737
C -3.76448 1.64731 -3.66307
C -2.28073 1.37120 -3.49458
O -2.26393 0.49052 -2.38569
C -3.46969 -0.14875 -2.32469
O -3.68911 -1.09439 -1.64464
O -4.35216 0.45035 -3.14556
F -1.57505 2.48277 -3.18269
H -4.05936 2.49421 -3.04126
H -4.07946 1.80452 -4.68919
H -1.80411 0.87941 -4.34375
C 2.12022 2.78486 0.81703
C 2.96322 2.15646 -0.27459
O 3.07049 3.19782 -1.20743
C 2.92010 4.39192 -0.55252
O 3.16762 5.45030 -1.00335
O 2.44272 4.16278 0.70540
F 2.31255 1.09853 -0.83304
H 1.06303 2.63137 0.58424
H 2.34154 2.41960 1.81588
H 3.96004 1.83573 0.03283
C 3.05354 -2.01292 -3.41338
C 2.42412 -2.37982 -2.08206
O 3.13499 -3.53700 -1.71702
C 4.36495 -3.49526 -2.31806
O 5.27451 -4.19171 -2.03533
O 4.37618 -2.52513 -3.26330
F 1.10299 -2.67255 -2.18764
H 2.54356 -2.53693 -4.22393
H 3.08654 -0.94652 -3.61405
H 2.54584 -1.62404 -1.30221
```

As for the net charge: +1. The electronic energy is -2242.30314 hartree.

Atomic partial charges in e from the Löwdin method, atoms 1 to 6: atom 1 (N): -0.003, atom 2 (C): -0.252, atom 3 (C): -0.214, atom 4 (C): -0.243, atom 5 (C): -0.211, atom 6 (C): -0.197

---

Entry 2:
Entry from the OMol25 dataset: C15H25N5O2 in the gas phase at a distorted geometry (wB97M-V/def2-TZVPD).

```
47
C15H25N5O2 | the OMol25 dataset | wB97M-V/def2-TZVPD
C -4.99620 -0.10142 -0.66298
N -4.20661 -1.18982 -0.14154
C -4.95720 -2.30507 0.38914
C -2.86201 -1.27406 -0.20910
O -2.24980 -2.23939 0.21385
C -2.12217 -0.10993 -0.86680
N -2.34727 1.14645 -0.16541
C -1.79236 2.30499 -0.84070
C -0.26778 2.40333 -0.72901
N 0.09923 2.42883 0.67714
C 1.49928 2.70738 0.89065
C 2.44770 1.76216 0.22459
N 2.30538 0.49064 0.00991
C 3.45386 0.15017 -0.64937
C 3.76010 -1.23632 -1.07129
C 3.99783 -2.09849 0.15337
C 5.33427 -2.05638 0.82842
C 4.91985 -3.27464 0.05985
N 4.24948 1.16477 -0.82456
O 3.60394 2.22885 -0.26347
C -0.36702 1.22410 1.35108
C -1.88966 1.13134 1.21398
H -5.86012 0.04786 -0.01418
H -4.40849 0.81234 -0.67721
H -5.35862 -0.32999 -1.67094
H -5.54558 -1.99018 1.25381
H -4.25212 -3.07647 0.69195
H -5.63033 -2.70573 -0.37239
H -1.06483 -0.40752 -0.90504
H -2.48426 0.00310 -1.89365
H -2.08794 2.28314 -1.89216
H -2.23207 3.18981 -0.37040
H 0.07152 3.33239 -1.19461
H 0.19927 1.55812 -1.26074
H 1.69133 2.68863 1.96913
H 1.72329 3.71395 0.52262
H 4.64634 -1.21758 -1.70544
H 2.91224 -1.63028 -1.63685
H 3.12198 -2.19397 0.78275
H 6.09382 -1.41913 0.40126
H 5.37140 -2.11389 1.90558
H 5.40312 -3.46758 -0.88582
H 4.66717 -4.16914 0.60812
H -0.10732 1.30052 2.40912
H 0.10735 0.32133 0.94289
H -2.24565 0.21878 1.69404
H -2.34437 1.99399 1.71035
```

As for the net charge: 0. As for the structure (SMILES): CN(C)C(=O)CN1CCN(Cc2nc(CC3CC3)no2)CC1. For the relative energy (zero: lowest compared OMol25 entry of this formula, charge and spin), the calculation gives 4.4529 eV.

Atomic partial charges in e from the Löwdin method, atoms 1 to 6: atom 1 (C): -0.051, atom 2 (N): -0.149, atom 3 (C): -0.041, atom 4 (C): -0.470, atom 5 (O): 0.044, atom 6 (C): -0.102

---

Entry 3:
Entry from the OMol25 dataset: C15H25NO2 in the gas phase (wB97M-V/def2-TZVPD).

```
43
C15H25NO2 | the OMol25 dataset | wB97M-V/def2-TZVPD
C -1.15432 -3.16038 0.08400
C -1.18343 -1.67048 -0.22629
C -2.53198 -1.01166 -0.11189
C -3.71003 -1.69095 0.13372
C -4.92161 -1.02007 0.22236
C -4.96078 0.34921 0.06059
C -3.79396 1.05566 -0.18752
C -2.58266 0.38533 -0.27286
O -1.38320 0.98290 -0.51575
C -1.29302 2.39071 -0.54094
C 0.19268 2.73679 -0.58822
C 0.88453 2.37308 0.72512
C 2.40734 2.32520 0.60161
C 2.88437 1.01774 -0.03144
N 2.48430 -0.10475 0.80171
C 2.68082 -1.41537 0.22743
C 4.14090 -1.86250 0.02156
O 4.81006 -1.18206 -1.01454
H -1.77007 -3.71914 -0.61732
H -0.13397 -3.53071 0.00726
H -1.51042 -3.35190 1.09370
H -0.81464 -1.50294 -1.24291
H -0.49278 -1.14482 0.43895
H -3.69568 -2.76164 0.26215
H -5.82924 -1.57186 0.41616
H -5.89886 0.88074 0.12439
H -3.84152 2.12580 -0.31789
H -1.75346 2.82188 0.35855
H -1.80937 2.78967 -1.42637
H 0.30829 3.80153 -0.79846
H 0.63790 2.17452 -1.40907
H 0.59770 3.09812 1.48979
H 0.54510 1.38661 1.04167
H 2.76414 3.16617 0.00384
H 2.85103 2.41045 1.59608
H 3.97196 1.06618 -0.19279
H 2.40587 0.88311 -1.00533
H 2.95366 -0.04576 1.70051
H 2.15767 -1.43849 -0.73503
H 2.19991 -2.13919 0.89274
H 4.15675 -2.94719 -0.16467
H 4.72343 -1.66089 0.92464
H 4.30656 -1.28864 -1.82925
```

As for the net charge: 0. As for the structure (SMILES): CCc1ccccc1OCCCCCNCCO. For the relative energy (zero: lowest compared OMol25 entry of this formula, charge and spin), the calculation gives 1.3853 eV.

Atomic partial charges in e from the Löwdin method, atoms 1 to 6: atom 1 (C): -0.107, atom 2 (C): -0.200, atom 3 (C): -0.151, atom 4 (C): -0.042, atom 5 (C): -0.098, atom 6 (C): -0.094

---

Among the records above, which one has the highest net charge? C15H25ClF3N4O9

---

Which value of net charge does entry 3 give? 0